{"formula": "C11H12Cl4LiN2", "method": "ωB97M-V/def2-TZVPD", "symbols": ["Li", "Cl", "C", "Cl", "H", "H", "N", "C", "C", "C", "C", "C", "C", "C", "C", "N", "C", "H", "H", "H", "H", "H", "H", "H", "H", "Cl", "C", "Cl", "H", "H"], "xyz": [[-0.301084, 0.029808, 0.211376], [-1.109011, 2.283462, 0.714505], [-2.770244, 1.727654, 0.757675], [-2.815927, 0.089622, 0.137115], [-3.384288, 2.372775, 0.127877], [-3.108521, 1.719486, 1.792984], [0.108601, -1.028371, 1.934952], [-0.196813, -2.383468, 1.573942], [-0.252774, -3.375284, 2.521590], [-0.529289, -4.705274, 2.175541], [-0.777435, -5.038850, 0.873418], [-0.750903, -4.045321, -0.124579], [-1.014880, -4.330658, -1.478044], [-0.959033, -3.320104, -2.397215], [-0.650655, -2.025183, -1.959139], [-0.400663, -1.715894, -0.711232], [-0.447661, -2.698550, 0.217327], [-0.252001, -0.862158, 2.873746], [1.121216, -0.948974, 2.021819], [-0.070210, -3.118305, 3.556647], [-0.533776, -5.459037, 2.946324], [-0.990969, -6.057084, 0.584572], [-1.244650, -5.345437, -1.763230], [-1.147417, -3.502216, -3.442475], [-0.602483, -1.213754, -2.672144], [2.950157, -1.425693, -0.695519], [3.292706, 0.265090, -0.272249], [1.791229, 1.163257, -0.168430], [3.918179, 0.715442, -1.041781], [3.785843, 0.293470, 0.697848]], "forces_ev_per_angstrom": [[0.03, -0.24, 0.12], [0.46, 0.65, 0.12], [-0.63, 0.20, 0.19], [-0.42, -0.43, -0.16], [0.15, -0.13, 0.16], [0.02, 0.07, -0.20], [0.14, 0.20, 0.15], [-0.09, -0.66, 0.35], [0.03, 0.36, -0.20], [-0.10, -0.21, -0.21], [0.06, 0.05, 0.23], [0.09, 0.36, 0.08], [0.11, 0.28, -0.13], [-0.05, -0.31, 0.04], [0.09, 0.09, -0.11], [-0.05, 0.27, -0.15], [-0.07, -0.71, 0.21], [0.03, 0.14, -0.23], [-0.04, 0.11, -0.04], [0.04, -0.02, 0.07], [-0.05, -0.09, 0.07], [-0.02, -0.10, 0.02], [-0.05, -0.11, -0.09], [-0.02, 0.01, -0.10], [-0.02, 0.08, -0.10], [0.28, 0.18, 0.09], [0.52, -0.68, -0.08], [-0.18, 0.76, -0.04], [-0.18, -0.10, 0.09], [-0.10, 0.00, -0.15]], "nbo_charge": [0.784, -0.002, -0.404, 0.010, 0.249, 0.243, -0.892, 0.125, -0.205, -0.187, -0.192, -0.012, -0.114, -0.264, 0.084, -0.529, 0.111, 0.394, 0.389, 0.222, 0.234, 0.228, 0.230, 0.240, 0.204, -0.007, -0.393, -0.026, 0.246, 0.236], "energy_ha": -2384.0611, "largest_force_ev_per_a": 0.859, "total_charge": 1, "gap_ev": 8.839, "homo_ha": -0.43616}


{"formula": "C11H12INO", "method": "ωB97M-V/def2-TZVPD", "symbols": ["C", "C", "C", "C", "C", "C", "C", "C", "C", "C", "C", "N", "O", "I", "H", "H", "H", "H", "H", "H", "H", "H", "H", "H", "H", "H"], "xyz": [[0.235716, -2.173735, -0.628573], [1.446246, -2.250374, -0.129944], [-0.428661, 1.325423, 0.605369], [-1.471630, 2.249707, 0.099584], [-1.171187, 2.142494, -1.369515], [-0.878421, 0.641863, -1.586457], [0.035209, -1.382674, 1.624136], [-0.601527, -1.197925, 0.202005], [1.532114, -1.442734, 1.126212], [-0.330861, 0.211401, -0.267006], [1.780238, -0.070593, 0.718356], [0.372993, 1.620307, 1.543822], [1.639327, 0.910343, 1.571647], [3.438518, 0.261438, -0.727904], [0.016510, -2.453790, -1.648923], [2.387915, -2.828624, -0.592839], [-2.554386, 2.060900, 0.178201], [-1.202183, 3.326259, 0.595609], [-1.994417, 2.450215, -2.029240], [-0.297534, 2.505571, -1.754087], [-1.684852, -0.092706, -1.773231], [-0.117162, 0.486975, -2.415123], [-0.229413, -0.564017, 2.317437], [-0.416407, -2.282206, 2.030898], [-1.678785, -1.562008, 0.429026], [2.172650, -1.891505, 1.880546]], "forces_ev_per_angstrom": [[-0.66, 0.73, -0.92], [2.60, -2.18, -0.56], [0.43, -1.04, 0.23], [0.70, 4.19, 1.05], [-2.59, -1.90, -1.37], [0.67, -1.44, -0.65], [0.02, 0.35, -1.29], [-0.30, -1.24, 1.84], [-1.00, -1.43, 1.28], [-2.93, -0.77, -1.18], [3.73, 0.58, -0.19], [0.07, 1.82, 1.13], [-0.57, -0.02, 0.43], [-1.16, -0.03, 0.71], [-0.41, -0.33, 0.07], [-2.41, 1.53, 1.07], [0.58, -0.44, 0.79], [-1.02, -2.38, -1.35], [0.20, 0.17, 0.31], [2.26, 2.10, -0.29], [-0.25, 0.75, -0.41], [-0.85, 0.14, 0.78], [0.47, -0.32, -0.41], [0.72, -0.44, 0.15], [1.11, 1.26, -1.42], [0.55, 0.36, 0.20]], "nbo_charge": [-0.206, -0.163, 0.093, -0.435, -0.400, -0.473, -0.375, -0.325, -0.470, 0.160, 0.358, -0.109, -0.457, 0.076, 0.219, 0.244, 0.231, 0.237, 0.216, 0.216, 0.211, 0.229, 0.230, 0.220, 0.239, 0.235], "s2": 2.023, "energy_ha": -853.7603, "largest_force_ev_per_a": 4.373, "total_charge": 0, "multiplicity": 3, "gap_ev": [6.811, 7.515], "homo_ha": [-0.23940, -0.34309]}


{"formula": "C11H12N", "method": "ωB97M-V/def2-TZVPD", "symbols": ["C", "C", "C", "C", "C", "C", "C", "C", "C", "C", "C", "N", "H", "H", "H", "H", "H", "H", "H", "H", "H", "H", "H", "H"], "xyz": [[3.620197, -0.009054, -0.288125], [3.058083, -1.286707, -0.310221], [2.818502, 1.088557, -0.114444], [1.689008, -1.461459, -0.166300], [1.407433, 0.937266, 0.029586], [0.835925, -0.380361, -0.015340], [0.657827, 2.054721, 0.211176], [-0.629775, -0.563183, 0.015473], [0.001094, 3.135778, 0.350155], [-1.123733, -1.703695, 0.859696], [-2.728191, 0.273661, -0.848504], [-1.325771, 0.238670, -0.670198], [4.684227, 0.113384, -0.410227], [3.691537, -2.148047, -0.459615], [3.234458, 2.083721, -0.068720], [1.284011, -2.459844, -0.227406], [-0.506317, 3.598146, -0.486476], [-0.096346, 3.670528, 1.285266], [-0.801646, -2.659342, 0.450166], [-2.207555, -1.706883, 0.921976], [-0.706003, -1.610435, 1.860569], [-3.018534, 1.325886, -0.882633], [-3.316679, -0.242827, -0.083984], [-2.951916, -0.156480, -1.827455]], "forces_ev_per_angstrom": [[0.13, 0.13, 0.05], [-0.13, 0.37, 0.02], [-0.02, 0.01, -0.05], [-0.28, 0.03, 0.09], [0.25, -0.37, 0.00], [0.31, 0.20, -0.18], [-0.11, -0.39, -0.26], [-0.93, -0.29, 0.11], [-0.14, 0.44, 0.17], [-0.08, 0.05, 0.01], [-0.65, -0.17, 0.23], [1.69, 0.60, -0.26], [0.10, 0.02, 0.02], [0.06, -0.07, -0.02], [0.06, 0.06, -0.04], [-0.06, -0.04, 0.04], [-0.01, -0.12, -0.30], [0.12, -0.13, 0.28], [-0.03, -0.08, 0.00], [-0.01, -0.04, 0.02], [-0.02, -0.11, 0.11], [-0.16, -0.12, -0.02], [-0.02, -0.01, -0.06], [-0.08, 0.04, 0.03]], "nbo_charge": [-0.236, -0.037, -0.060, -0.224, -0.182, 0.094, 0.430, 0.244, -0.475, -0.686, -0.444, -0.371, 0.251, 0.245, 0.243, 0.243, 0.303, 0.299, 0.239, 0.242, 0.238, 0.219, 0.188, 0.237], "energy_ha": -480.7716, "largest_force_ev_per_a": 1.809, "total_charge": 1, "gap_ev": 7.013, "homo_ha": -0.47596, "de_lowest_ev": 2.0704}